{
  "formula": "C35H52O2P4Yb",
  "method": "ωB97M-V/def2-TZVPD",
  "max_force_ev_per_a": 3.95,
  "multiplicity": 2,
  "s2": 0.78,
  "homo_ha": [-0.5387, -0.5378],
  "e_lumo_ev": [-8.26, -11.09],
  "total_charge": 3,
  "species": ["Yb", "P", "P", "P", "H", "C", "C", "H", "C", "C", "C", "C", "C", "C", "C", "C", "C", "H", "H", "H", "H", "H", "H", "H", "H", "H", "H", "H", "H", "H", "H", "H", "H", "H", "H", "H", "H", "H", "H", "H", "H", "H", "H", "H", "H", "H", "C", "C", "C", "C", "C", "C", "O", "H", "H", "H", "H", "H", "H", "O", "P", "C", "C", "C", "C", "C", "C", "C", "C", "C", "C", "C", "C", "C", "C", "C", "C", "C", "C", "H", "H", "H", "H", "H", "H", "H", "H", "H", "H", "H", "H", "H", "H", "H"],
  "xyz": [[0.079, 1.532, -0.501], [-1.017, -2.520, -0.278], [2.028, -1.664, 1.424], [2.289, -2.480, -2.937], [-0.190, 4.871, -5.780], [-0.232, 3.952, -6.357], [-1.324, 3.200, -6.477], [-2.314, 3.448, -6.077], [-2.705, -2.004, 0.216], [-0.938, -4.059, 0.722], [-1.519, -3.324, -1.856], [3.696, -0.853, 1.495], [1.600, -1.309, 3.175], [2.609, -3.392, 1.745], [1.693, -2.376, -4.646], [2.233, -4.072, -2.165], [3.967, -1.864, -2.776], [0.637, 3.680, -6.977], [-1.281, 2.336, -7.153], [-3.023, -1.175, -0.428], [-2.704, -1.638, 1.246], [-3.387, -2.859, 0.102], [-0.738, -3.811, 1.773], [-0.137, -4.720, 0.367], [-1.917, -4.547, 0.620], [-1.676, -2.557, -2.626], [-2.446, -3.885, -1.659], [-0.760, -4.032, -2.219], [4.346, -1.407, 2.187], [3.601, 0.183, 1.850], [4.161, -0.826, 0.501], [2.366, -1.690, 3.866], [0.639, -1.778, 3.399], [1.473, -0.235, 3.328], [3.700, -3.450, 1.786], [2.266, -4.047, 0.940], [2.199, -3.789, 2.681], [2.103, -3.241, -5.216], [1.965, -1.439, -5.160], [0.593, -2.427, -4.660], [2.117, -4.817, -2.959], [1.356, -4.064, -1.486], [3.147, -4.193, -1.553], [4.598, -2.343, -3.523], [4.380, -2.104, -1.782], [4.049, -0.780, -2.901], [0.045, 0.643, -3.164], [0.993, 1.710, -3.185], [1.584, 2.001, -4.393], [1.154, 1.372, -5.578], [-0.110, 0.740, -5.541], [-0.724, 0.462, -4.335], [-0.021, -0.230, -2.156], [1.433, -1.690, -2.108], [1.328, 2.212, -2.246], [2.290, 2.825, -4.430], [1.631, 1.577, -6.537], [-0.697, 0.572, -6.436], [-1.682, -0.041, -4.214], [-0.789, 0.462, 1.257], [-1.233, 1.299, 2.501], [0.128, 2.468, 2.601], [1.170, 2.245, 3.504], [2.342, 2.992, 3.401], [2.510, 3.859, 2.320], [1.551, 3.955, 1.323], [0.339, 3.265, 1.452], [-2.778, 2.163, 2.144], [-3.371, 2.972, 3.132], [-4.591, 3.605, 2.845], [-5.192, 3.463, 1.587], [-4.555, 2.703, 0.598], [-3.349, 2.054, 0.858], [-1.371, 0.440, 4.089], [-1.802, -0.899, 4.134], [-1.961, -1.536, 5.367], [-1.752, -0.854, 6.575], [-1.389, 0.497, 6.527], [-1.217, 1.148, 5.307], [1.091, 1.480, 4.273], [3.102, 2.895, 4.182], [3.394, 4.522, 2.299], [1.685, 4.611, 0.462], [-0.421, 3.336, 0.652], [-2.887, 3.115, 4.107], [-5.059, 4.227, 3.613], [-6.152, 3.963, 1.368], [-4.994, 2.624, -0.397], [-2.846, 1.458, 0.075], [-2.021, -1.428, 3.195], [-2.264, -2.585, 5.395], [-1.907, -1.368, 7.539], [-1.256, 1.053, 7.453], [-0.955, 2.213, 5.315]],
  "atomic_forces_ev_per_a": [[-0.235, -2.134, 0.786], [0.033, -0.245, -0.166], [1.035, 0.351, 0.736], [-0.237, 1.368, 0.694], [-0.003, -0.117, -0.082], [-0.059, -0.201, -0.474], [-0.193, 0.182, -0.601], [0.526, -0.087, 0.112], [-0.010, 0.184, -0.051], [0.017, 0.120, 0.089], [-0.077, -0.117, -0.122], [0.135, 0.073, -0.115], [-0.414, 0.153, 0.097], [-0.247, -0.508, -0.569], [-0.120, -0.521, -0.285], [-0.374, -0.410, 0.235], [0.410, 0.302, 0.181], [-0.253, 0.340, 0.506], [-0.264, 0.521, 0.235], [-0.119, -0.174, 0.100], [-0.110, -0.108, -0.157], [0.005, 0.377, 0.127], [-0.108, -0.176, -0.175], [-0.244, 0.069, 0.119], [0.354, -0.198, 0.236], [-0.130, -0.245, 0.112], [0.238, 0.109, -0.417], [-0.187, 0.147, 0.078], [-0.068, 0.324, -0.193], [0.022, -0.177, -0.101], [0.043, -0.022, 0.226], [-0.182, 0.107, -0.229], [0.117, -0.028, 0.136], [0.073, -0.229, -0.053], [-0.174, 0.037, 0.049], [0.082, -0.157, 0.107], [0.059, 0.134, -0.202], [-0.253, 0.589, 0.286], [0.199, -0.351, 0.445], [0.352, -0.197, 0.125], [0.175, -0.276, 0.493], [0.450, -0.238, -0.446], [-0.439, -0.212, -0.494], [0.060, -0.054, -0.062], [-0.330, -0.031, -0.325], [-0.180, -0.163, -0.145], [-0.095, -2.405, 2.398], [0.990, 0.334, -0.079], [0.062, 0.907, 0.945], [-0.830, 0.391, -0.261], [-1.107, -0.243, 0.603], [0.392, -0.704, -1.109], [-0.299, 3.490, -1.827], [0.518, -0.238, -0.540], [0.366, -0.278, -1.165], [0.264, -0.370, -0.131], [0.024, -0.153, 0.369], [0.517, -0.375, -0.078], [0.159, -0.025, -0.356], [-0.809, 0.694, 0.821], [-0.107, -0.646, -0.286], [0.285, -0.456, -0.439], [0.037, 0.450, -0.124], [-0.048, 0.154, -0.179], [0.840, 0.467, 0.676], [-0.771, 0.067, -0.550], [0.729, 0.102, 0.684], [0.234, 0.168, -0.140], [-0.365, -0.060, -0.461], [0.282, -0.013, 0.075], [0.131, -0.044, 0.034], [-0.064, 0.118, -0.201], [0.153, 0.193, 0.437], [-0.425, 0.006, 0.243], [0.157, 0.224, -0.093], [-0.081, -0.136, 0.157], [-0.048, 0.048, -0.442], [-0.136, -0.134, 0.061], [0.120, -0.099, -0.339], [-0.186, 0.445, -0.003], [-0.151, 0.077, -0.412], [-0.494, -0.580, -0.172], [0.151, -0.042, 0.291], [-0.184, 0.840, 0.919], [-0.341, -0.155, -0.419], [0.130, -0.241, -0.309], [0.676, -0.360, 0.170], [0.029, 0.017, 0.315], [-0.459, 0.125, 0.475], [0.228, 0.137, 0.556], [0.050, 0.371, -0.059], [0.170, 0.359, -0.651], [-0.023, -0.089, -0.218], [-0.046, -0.453, -0.034]],
  "lowdin_spin": [0.013, 0.005, 0.001, 0.003, 0.000, 0.011, 0.027, 0.002, 0.000, 0.001, 0.001, 0.000, 0.000, 0.000, 0.002, 0.000, 0.001, 0.001, 0.000, 0.000, 0.000, 0.000, 0.000, 0.000, 0.000, 0.000, 0.000, 0.000, 0.000, 0.000, 0.000, 0.000, 0.000, 0.000, 0.000, 0.000, 0.000, 0.000, 0.002, 0.000, 0.000, 0.000, 0.000, 0.000, 0.000, 0.000, 0.097, 0.123, 0.039, 0.293, 0.002, 0.123, 0.236, 0.000, 0.006, -0.002, 0.009, -0.003, 0.005, 0.000, 0.000, 0.000, 0.000, 0.000, 0.000, 0.000, 0.000, 0.000, 0.000, 0.000, 0.000, 0.000, 0.000, 0.000, 0.000, 0.000, 0.000, 0.000, 0.000, 0.000, 0.000, 0.000, 0.000, 0.000, 0.000, 0.000, 0.000, 0.000, 0.000, 0.000, 0.000, 0.000, 0.000, 0.000]
}